# C26H35NO2

An isolated molecule of C26H35NO2 (ωB97M-V/def2-TZVPD, the Open Molecules 2025 dataset).

Atoms and positions in Å:
C 1.63 -6.32 0.41
C 0.55 -6.03 -0.04
C -0.88 -5.75 -0.41
C -1.73 -5.69 0.91
C -3.08 -4.94 0.69
C -2.96 -3.44 1.09
C -2.57 -3.19 2.43
C -2.39 -1.87 2.90
C -2.64 -0.84 1.98
C -3.05 -1.08 0.65
C -3.23 -2.40 0.16
N -3.61 -2.61 -1.19
C -3.28 0.16 -0.22
O -4.11 0.19 -1.10
C -2.44 1.41 0.10
C -2.10 2.34 -1.08
C -1.75 3.79 -0.61
C -0.22 3.90 -0.27
C 0.46 5.19 -0.80
C 1.91 5.27 -0.20
C 2.81 4.07 -0.64
C 2.86 2.90 0.39
C 4.00 1.86 0.06
C 3.41 0.42 -0.12
C 4.31 -0.42 -1.08
C 4.17 0.08 -2.58
C -2.06 1.60 1.36
C -2.41 0.60 2.45
O -2.48 0.87 3.62
H 2.69 -6.53 0.46
H -1.29 -6.46 -1.14
H -0.91 -4.72 -0.83
H -1.89 -6.71 1.32
H -1.07 -5.18 1.65
H -3.37 -5.06 -0.36
H -3.89 -5.35 1.34
H -2.37 -4.04 3.09
H -2.07 -1.72 3.94
H -4.62 -2.54 -1.31
H -3.33 -3.52 -1.53
H -1.26 1.88 -1.65
H -2.96 2.42 -1.77
H -2.30 4.03 0.33
H -2.05 4.53 -1.38
H -0.05 3.89 0.83
H 0.29 3.05 -0.76
H -0.11 6.10 -0.51
H 0.57 5.17 -1.91
H 2.41 6.22 -0.48
H 1.86 5.26 0.91
H 3.86 4.43 -0.77
H 2.47 3.69 -1.62
H 3.01 3.31 1.41
H 1.92 2.31 0.42
H 4.67 1.79 0.94
H 4.53 2.15 -0.86
H 3.41 -0.14 0.85
H 2.37 0.43 -0.49
H 4.05 -1.50 -1.09
H 5.37 -0.31 -0.81
H 4.37 -0.75 -3.28
H 4.87 0.92 -2.75
H 3.12 0.41 -2.72
H -1.46 2.47 1.65

The calculation puts the orbital gap at 8.398 eV. As for the structure (SMILES): C#CCCCc1ccc2c(c1N)C(=O)C(CCCCCCCCCCC)=CC2=O. Its HOMO energy is -8.93 eV. The calculation puts the lowest unoccupied orbital energy at -0.0195 hartree.

# C26H36BCl2F6MoN3O6S2

A structure of composition C26H36BCl2F6MoN3O6S2 (ωB97M-V/def2-TZVPD, the Open Molecules 2025 dataset).

Atoms and positions in Å:
Mo -0.27 0.03 -0.30
N -2.03 -1.63 -0.46
C -2.53 -2.12 -1.75
C -1.41 -2.69 -2.61
C -0.41 -1.66 -3.11
N 0.48 -1.16 -2.04
H -1.65 -2.39 0.09
H -2.79 -1.26 0.10
H -3.01 -1.29 -2.27
H -3.29 -2.90 -1.60
H -1.86 -3.16 -3.48
H -0.89 -3.49 -2.07
H -0.93 -0.79 -3.52
H 0.20 -2.10 -3.91
H 1.18 -0.54 -2.44
H 1.00 -1.94 -1.64
F 1.61 -4.37 1.86
C 2.39 -3.30 1.98
F 3.17 -3.21 0.90
F 3.16 -3.43 3.06
S 1.39 -1.76 2.11
O 0.64 -1.79 0.84
O 2.34 -0.71 2.26
N 0.55 -2.03 3.38
S -1.01 -2.11 3.55
O -1.74 -1.47 2.49
O -1.37 -1.87 4.90
C -1.37 -3.90 3.27
F -2.65 -4.15 3.55
F -1.15 -4.23 1.99
F -0.60 -4.67 4.04
C 1.43 3.59 -0.81
C 1.83 2.47 0.17
C 3.36 2.44 0.24
C 1.30 1.11 -0.29
C 1.20 2.68 1.55
C -0.28 2.91 1.52
C -0.22 4.38 3.69
C 0.36 3.26 4.49
C 1.27 2.42 4.02
C 1.86 2.44 2.68
H 2.03 3.50 -1.72
H 1.63 4.57 -0.37
H 0.39 3.54 -1.10
H 3.76 2.32 -0.76
H 3.72 1.61 0.84
H 3.75 3.37 0.66
H 2.14 0.48 -0.66
H -0.62 3.10 0.51
H -0.92 4.95 4.30
H 0.02 3.16 5.51
H 1.67 1.65 4.69
H 2.90 2.15 2.63
Cl 1.06 5.62 3.27
C -0.94 3.95 2.43
Cl -1.08 1.26 1.82
H -1.14 4.84 1.82
H -1.92 3.56 2.72
C -3.86 3.43 -7.17
C -4.21 4.40 -6.04
C -5.74 4.51 -5.96
C -3.61 5.77 -6.38
C -3.66 3.93 -4.69
C -3.89 4.71 -3.55
C -3.42 4.36 -2.29
C -2.71 3.19 -2.19
O -2.12 2.61 -1.10
B -1.49 1.43 -1.54
O -1.74 1.30 -2.93
C -2.48 2.40 -3.30
C -2.94 2.74 -4.56
H -4.27 3.81 -8.11
H -4.28 2.44 -7.00
H -2.78 3.33 -7.29
H -6.14 4.85 -6.92
H -6.05 5.23 -5.20
H -6.19 3.55 -5.72
H -3.99 6.11 -7.35
H -2.52 5.71 -6.44
H -3.87 6.52 -5.63
H -4.45 5.63 -3.65
H -3.61 4.98 -1.42
H -2.73 2.10 -5.40

The calculation puts the energy above the lowest of the compared OMol25 structures with the same formula, charge and spin at 39.4 kJ/mol. The calculation puts the orbital gap (spin up / spin down) at 8.059 / 8.142 eV. Its HOMO energy (spin up / spin down) is -7.93 / -8.09 eV. Its spin multiplicity is 3. The calculation puts the lowest unoccupied orbital energy (spin up / spin down) at 0.0046 / 0.0018 hartree.

| no. | maximum force (eV Å⁻¹) |
| --- | --- |
| 1 | 1.60 |
| 2 | 0.64 |